{"formula": "C27H50Br3Cl6NO7", "method": "ωB97M-V/def2-TZVPD", "lumo_ev": [1.73, 1.73], "total_charge": -1, "gap_ev": [2.33, 6.05], "multiplicity": 2, "species": ["C", "C", "C", "C", "N", "C", "C", "C", "C", "C", "H", "H", "H", "H", "H", "H", "H", "H", "H", "H", "H", "H", "H", "H", "H", "H", "H", "H", "H", "H", "C", "C", "O", "H", "H", "H", "H", "H", "O", "C", "O", "C", "C", "C", "H", "H", "H", "H", "H", "H", "O", "C", "O", "C", "C", "C", "H", "H", "H", "H", "H", "H", "O", "C", "O", "C", "C", "C", "H", "H", "H", "H", "H", "H", "C", "Cl", "Cl", "H", "H", "C", "Cl", "Cl", "H", "H", "C", "Cl", "Cl", "H", "H", "C", "Br", "Br", "Br", "H"], "positions_angstrom": [[-2.11698, 2.14776, -1.81940], [-3.42776, 1.37227, -1.55860], [-3.34565, -0.06941, -2.03977], [-2.68084, -0.99882, -1.01272], [-2.72250, -2.57773, -1.29636], [-4.07012, -3.33481, -1.16380], [-4.22836, -3.74079, 0.37548], [-2.87082, -3.38812, 1.04950], [-1.95491, -3.33453, -0.19528], [-2.02127, -2.93977, -2.63371], [-1.30185, 1.75301, -1.21290], [-2.17601, 3.18243, -1.48167], [-1.87722, 2.06580, -2.87955], [-4.22857, 1.91260, -2.06342], [-3.76317, 1.42557, -0.52285], [-2.77291, -0.13990, -2.96449], [-4.35867, -0.45775, -2.14501], [-3.17037, -0.98037, -0.03901], [-1.64674, -0.69916, -0.84262], [-3.88037, -4.23091, -1.75465], [-4.84932, -2.75018, -1.65284], [-4.50602, -4.79366, 0.32570], [-5.02854, -3.15586, 0.82899], [-2.59425, -4.16627, 1.76089], [-2.84880, -2.39245, 1.49251], [-1.78387, -4.33348, -0.59646], [-1.07998, -2.73174, 0.04809], [-2.45434, -2.36138, -3.44980], [-2.11705, -4.00271, -2.85527], [-0.98947, -2.70544, -2.37187], [1.81144, 0.24905, 0.26123], [1.88525, -1.24484, 0.28795], [1.13044, -1.85247, -0.74440], [0.82580, 0.71446, 0.26383], [2.35898, 0.61480, -0.60740], [2.12221, 0.61456, 1.23997], [1.51904, -1.65085, 1.23089], [2.91356, -1.54833, 0.09159], [0.96186, 3.65233, 0.25484], [0.88601, 4.14670, -0.85611], [-0.05320, 5.06785, -1.13214], [-0.11332, 5.29141, -2.52257], [0.64398, 4.17706, -3.18411], [1.69292, 3.78203, -2.10788], [0.27061, 6.30256, -2.65779], [-1.18381, 5.33992, -2.72206], [1.16541, 4.49463, -4.08709], [0.10635, 3.28954, -3.51780], [2.65309, 4.27995, -1.97272], [1.88180, 2.71008, -2.16571], [-3.98051, 0.03322, 2.43513], [-2.91766, 0.69292, 2.62332], [-1.87399, 0.82194, 1.71452], [-0.86218, 1.65349, 2.20522], [-1.49172, 2.37671, 3.33862], [-2.59069, 1.47156, 3.87606], [-0.44035, 2.30946, 1.44373], [-0.04047, 1.03830, 2.57187], [-1.82177, 3.36317, 3.01292], [-0.83189, 2.63262, 4.16761], [-3.42007, 2.06551, 4.26006], [-2.27957, 0.81678, 4.69005], [3.58940, 6.12122, 4.80705], [3.19010, 5.00593, 4.47682], [2.44948, 4.79181, 3.39113], [2.17558, 3.42562, 3.29212], [2.29486, 2.82762, 4.66869], [3.43059, 3.66359, 5.23274], [2.82457, 2.98671, 2.53431], [1.12621, 3.35209, 3.00663], [2.60609, 1.78630, 4.75168], [1.40994, 2.89244, 5.30179], [4.46652, 3.38525, 5.03914], [3.40751, 3.70804, 6.32158], [1.26457, -4.58155, 1.32338], [0.18220, -5.93992, 1.07981], [2.47035, -5.05102, 2.51400], [1.79104, -4.39436, 0.38750], [0.64728, -3.72077, 1.58051], [5.25484, -3.78603, -0.63782], [5.28243, -5.45483, 0.06682], [6.89348, -3.11640, -0.86159], [4.71479, -3.79683, -1.58457], [4.73658, -3.17676, 0.10265], [1.34224, -0.23106, -3.47005], [0.22818, -0.98866, -4.57067], [2.25698, 0.99245, -4.37239], [0.84134, 0.34021, -2.68848], [2.04268, -0.97030, -3.08144], [2.57376, -4.20768, -3.39394], [3.99519, -3.12953, -4.22578], [3.20745, -5.93850, -2.73804], [1.12602, -4.49043, -4.65025], [2.11735, -3.58503, -2.62446]], "lowdin_spin": [0.000, 0.000, 0.000, 0.000, 0.000, 0.000, 0.000, 0.000, 0.000, 0.004, 0.000, 0.000, 0.000, 0.000, 0.000, 0.000, 0.000, 0.000, 0.000, 0.000, 0.000, 0.000, 0.000, 0.000, 0.000, 0.000, 0.000, 0.001, 0.003, 0.000, 0.000, 0.000, 0.005, 0.000, 0.000, 0.000, 0.000, 0.000, 0.000, 0.000, 0.000, 0.000, 0.000, 0.000, 0.000, 0.000, 0.000, 0.000, 0.000, 0.000, 0.000, 0.000, 0.000, 0.000, 0.000, 0.000, 0.000, 0.000, 0.000, 0.000, 0.000, 0.000, 0.000, 0.000, 0.000, 0.000, 0.000, 0.000, 0.000, 0.000, 0.000, 0.000, 0.000, 0.000, 0.000, 0.002, 0.001, 0.001, 0.000, 0.004, 0.008, 0.004, 0.004, 0.000, 0.002, 0.010, 0.005, 0.000, 0.002, 0.243, 0.251, 0.230, 0.211, 0.006]}